1.
# C25H19BrNO19P

A 5-piece molecular cluster, C25H19BrNO19P overall (ωB97M-V with the def2-TZVPD basis set, OMol25).

Values from the calculation:
Charge ... 0
2S+1 ... 1
SMILES string ... O=C1C=C(O)C(=O)C=C1O.O=C1C=C(O)C(=O)C=C1O.O=C1C=C(O)C(=O)C=C1O.O=C1C=C(O)C(=O)C=C1O.O=C(O)NP(O)Br
Molecular weight ... 748.29 g mol⁻¹
Calculated total energy ... -5363.829509 a.u.

Geometry (Å):
O  1.30  -5.38  4.16
C  2.28  -5.95  3.72
C  2.70  -7.28  4.09
C  3.81  -7.79  3.54
O  4.28  -9.00  3.81
C  4.64  -7.02  2.54
O  5.64  -7.58  2.12
C  4.21  -5.69  2.15
C  3.10  -5.19  2.70
O  2.62  -3.98  2.43
H  2.10  -7.82  4.81
H  5.10  -9.10  3.28
H  4.79  -5.15  1.42
H  1.81  -3.88  2.97
O  -3.58  1.38  2.19
C  -2.46  1.09  1.82
C  -1.74  -0.11  2.21
C  -0.51  -0.31  1.73
O  0.24  -1.37  2.01
C  0.16  0.67  0.80
O  1.29  0.38  0.45
C  -0.55  1.85  0.39
C  -1.79  2.05  0.87
O  -2.54  3.10  0.57
H  -2.23  -0.81  2.88
H  1.07  -1.26  1.51
H  -0.08  2.54  -0.29
H  -3.37  2.99  1.09
O  -7.90  -0.12  -3.02
C  -6.72  -0.15  -2.73
C  -5.79  -1.17  -3.15
C  -4.51  -1.09  -2.74
O  -3.58  -1.97  -3.07
C  -4.02  0.02  -1.85
O  -2.84  -0.02  -1.53
C  -4.94  1.05  -1.44
C  -6.22  0.98  -1.85
O  -7.15  1.87  -1.54
H  -6.15  -1.96  -3.79
H  -2.75  -1.67  -2.64
H  -4.58  1.85  -0.82
H  -7.97  1.56  -1.96
O  -0.47  4.32  -1.66
C  -0.06  5.45  -1.46
C  1.33  5.85  -1.50
C  1.64  7.13  -1.26
O  2.87  7.61  -1.28
C  0.59  8.18  -0.95
O  0.99  9.31  -0.74
C  -0.80  7.78  -0.92
C  -1.11  6.50  -1.16
O  -2.35  6.02  -1.14
H  2.07  5.10  -1.73
H  2.80  8.56  -1.07
H  -1.54  8.53  -0.70
H  -2.27  5.06  -1.31
O  5.41  -0.68  -1.43
C  4.26  -0.54  -1.12
O  3.58  0.56  -1.41
N  3.47  -1.54  -0.44
P  3.38  -3.10  -1.15
O  3.30  -2.53  -2.67
Br  5.48  -3.96  -1.00
H  2.73  0.66  -0.95
H  3.83  -1.67  0.51
H  3.68  -3.15  -3.32

=====

2.
# C25H20BBrFN2O3Pd

C25H20BBrFN2O3Pd as an isolated structure (ωB97M-V with the def2-TZVPD basis set, OMol25).

Values from the calculation:
Charge ... -1
2S+1 ... 1
Molecular weight ... 612.58 g mol⁻¹
Calculated total energy ... -4126.604975 a.u.

Geometry (Å):
Pd  -0.10  -0.68  -0.68
O  -0.46  -2.02  2.12
B  -0.13  -0.98  1.25
O  0.27  0.13  1.99
C  0.20  -0.23  3.30
C  0.52  0.50  4.43
C  0.35  -0.13  5.65
C  -0.12  -1.44  5.73
C  -0.43  -2.18  4.60
C  -0.25  -1.56  3.38
H  0.87  1.51  4.34
H  0.58  0.40  6.56
H  -0.24  -1.89  6.71
H  -0.79  -3.19  4.67
N  7.06  -1.11  -0.21
C  6.30  -0.69  -1.31
O  6.89  -0.32  -2.34
C  4.87  -0.77  -1.17
C  4.20  -1.33  -0.04
C  2.84  -1.36  0.02
N  2.02  -0.87  -0.95
C  2.65  -0.39  -2.07
C  4.00  -0.33  -2.21
H  8.04  -0.85  -0.30
H  6.67  -0.94  0.70
H  4.76  -1.77  0.77
H  2.34  -1.81  0.87
H  2.00  -0.06  -2.87
H  4.43  0.06  -3.12
F  -4.82  3.46  -3.15
C  -3.64  3.01  -2.63
C  -2.57  2.76  -3.48
C  -1.38  2.32  -2.96
C  -1.21  2.13  -1.57
C  0.02  1.70  -1.02
C  -2.33  2.39  -0.74
C  -3.53  2.82  -1.26
H  -2.70  2.93  -4.54
H  -0.54  2.13  -3.62
H  0.19  1.89  0.04
H  0.89  1.74  -1.66
H  -2.23  2.23  0.32
H  -4.38  3.01  -0.63
Br  -6.59  -1.22  -2.01
C  -4.76  -1.02  -1.47
C  -4.44  -1.08  -0.13
C  -3.11  -0.98  0.25
C  -2.09  -0.81  -0.69
C  -2.47  -0.73  -2.04
C  -3.79  -0.83  -2.44
H  -5.22  -1.22  0.61
H  -2.88  -1.03  1.31
H  -1.70  -0.57  -2.80
H  -4.06  -0.74  -3.48

=====

3.
# C25H20BF2IN5O5ReS2

C25H20BF2IN5O5ReS2 as an isolated structure (ωB97M-V with the def2-TZVPD basis set, OMol25).

Values from the calculation:
Charge ... +1
2S+1 ... 2
Molecular weight ... 896.52 g mol⁻¹
Calculated total energy ... -3011.466813 a.u.

Geometry (Å):
Re  -0.57  0.03  0.47
C  2.03  -3.13  -1.98
C  0.94  -3.66  -1.11
N  0.86  -4.94  -0.91
C  -0.09  -5.46  -0.14
C  -1.03  -4.70  0.51
C  -2.09  -5.32  1.38
O  -3.40  -5.14  0.86
C  -1.00  -3.29  0.32
C  -2.09  -2.50  0.79
N  -2.13  -1.19  0.83
C  -3.42  -0.61  0.95
C  -4.16  -0.70  2.12
C  -5.42  -0.13  2.18
C  -5.96  0.50  1.07
C  -5.23  0.59  -0.10
C  -3.97  0.05  -0.15
I  -2.76  0.25  -1.90
C  0.03  -2.72  -0.50
O  0.16  -1.47  -0.76
H  2.74  -3.93  -2.18
H  2.54  -2.30  -1.49
H  1.61  -2.76  -2.92
H  -0.06  -6.54  -0.04
H  -2.10  -4.83  2.36
H  -1.87  -6.38  1.53
H  -3.52  -5.72  0.10
H  -3.00  -3.04  1.02
H  -3.73  -1.18  2.99
H  -5.99  -0.19  3.10
H  -6.95  0.93  1.12
H  -5.64  1.08  -0.97
O  5.21  2.04  -0.40
S  4.14  2.98  -0.51
O  4.23  4.20  0.21
N  2.71  2.14  0.01
C  1.82  1.93  -0.97
O  0.78  1.28  -0.93
C  2.24  2.62  -2.21
C  1.50  2.68  -3.38
C  2.06  3.30  -4.48
C  3.33  3.85  -4.42
C  4.07  3.82  -3.24
C  3.50  3.19  -2.15
H  0.51  2.24  -3.41
H  1.48  3.37  -5.39
H  3.76  4.30  -5.30
H  5.05  4.26  -3.18
F  -2.59  2.37  0.67
B  -1.30  2.13  0.90
F  -0.49  3.14  0.58
S  -0.94  1.33  2.63
C  0.81  1.67  2.60
N  1.34  2.53  3.47
C  2.70  2.82  3.34
C  3.41  2.32  2.34
C  2.77  1.43  1.31
N  1.43  1.05  1.67
H  0.78  2.93  4.21
H  3.12  3.46  4.11
H  4.46  2.53  2.21
H  3.38  0.53  1.15